# 1
C36H30BrCoN4O3S2 | ωB97M-V with the def2-TZVPD basis set

Properties
Frontier orbital gap (alpha / beta) = 6.870 / 6.886 eV
Energy = -179265.92042 eV
HOMO level (alpha / beta) = -0.166 / -0.166 Ha

ORCA input file:
```
! RIJCOSX wB97M-V def2-TZVPD def2/J DEFGRID3
* xyz -1 2
Co -0.34591 -0.15825 0.29204
C 3.92038 -0.19848 -0.32580
C 2.53379 -0.61414 0.08160
N 1.55144 0.21176 -0.01392
N 1.82389 1.46266 -0.58714
C 2.19807 2.39115 0.22670
S 2.44947 2.38555 1.91860
S 2.54082 3.97023 -0.53609
C 2.49781 3.59701 -2.31634
C 1.14358 3.63101 -2.96889
C 0.47803 4.84256 -3.14865
C -0.76257 4.88811 -3.76522
C -1.36098 3.71497 -4.21154
C -0.70654 2.50464 -4.03522
C 0.53747 2.46307 -3.41808
C 2.33786 -1.97425 0.59825
C 3.44947 -2.67676 1.08643
C 3.35639 -3.95620 1.59189
C 2.10880 -4.58832 1.57783
C 1.00188 -3.93573 1.09633
C 1.05986 -2.59542 0.62880
O -0.04254 -2.03007 0.26617
H 3.86307 0.57154 -1.09130
H 4.48766 -1.04814 -0.69859
H 4.44106 0.23651 0.53119
H 2.96508 2.62478 -2.46045
H 3.14048 4.35922 -2.76286
H 0.93717 5.75617 -2.78640
H -1.26580 5.83889 -3.89643
H -2.33385 3.74485 -4.68657
H -1.17461 1.58118 -4.35233
H 1.01767 1.51178 -3.22815
H 4.41425 -2.18530 1.09363
H 4.23123 -4.45873 1.98359
H 2.00956 -5.59868 1.95935
H 0.02546 -4.40511 1.09410
Br 1.45121 -4.52869 6.11642
C 0.90415 -3.06514 5.03033
C 1.86866 -2.26115 4.44440
C 1.47058 -1.21347 3.63261
C 0.11495 -0.97688 3.42496
C -0.84222 -1.78298 4.02263
C -0.44453 -2.83856 4.83283
N -0.26124 0.02376 2.50750
C -0.62348 1.17235 2.87382
C -0.96446 2.16681 1.83752
C -1.37217 3.44644 2.16613
C -1.66600 4.33348 1.14297
C -1.55401 3.90323 -0.16558
C -1.14395 2.59955 -0.40999
N -0.84997 1.75538 0.56910
H 2.91897 -2.46169 4.59975
H 2.19259 -0.56675 3.14922
H -1.88986 -1.60983 3.81315
H -1.18005 -3.48508 5.29126
H -0.67506 1.47640 3.92142
H -1.43086 3.74011 3.20558
H -1.97106 5.34757 1.36717
H -1.76240 4.55579 -1.00139
H -1.03680 2.21250 -1.41245
C -1.22875 -1.50170 -3.76220
C -1.50698 -1.07580 -2.33018
O -0.78510 -0.18807 -1.87452
C -2.59681 -1.70649 -1.60003
C -3.39286 -2.66777 -2.25664
C -4.48649 -3.25434 -1.67358
C -4.83065 -2.86967 -0.36573
C -4.08295 -1.95078 0.31336
C -2.91712 -1.34153 -0.24987
O -2.26857 -0.51276 0.47513
H -0.38831 -0.91517 -4.12583
H -2.09463 -1.34180 -4.40654
H -0.96958 -2.56066 -3.80491
H -3.13484 -2.95677 -3.26715
H -5.07094 -3.99113 -2.20831
H -5.69616 -3.31363 0.11453
H -4.33119 -1.65917 1.32664
*
```

# 2
C36H30Cl3IrN2O4PS | ωB97M-V with the def2-TZVPD basis set

Properties
Frontier orbital gap (alpha / beta) = 5.863 / 4.332 eV
Energy = -109503.71075 eV
HOMO level (alpha / beta) = -0.472 / -0.470 Ha

ORCA input file:
```
! RIJCOSX wB97M-V def2-TZVPD def2/J DEFGRID3
* xyz 2 2
Ir 0.74499 0.20593 1.02552
C -5.36602 -2.18996 -0.02103
C -4.15279 -2.78034 0.30417
C -3.03969 -1.99175 0.53158
C -3.13763 -0.60484 0.44700
C -4.35620 -0.01498 0.10355
C -5.46050 -0.81112 -0.13094
P -1.71881 0.43736 0.90665
C -2.04983 2.03899 0.13620
C -2.32574 2.04467 -1.23728
C -2.49519 3.24071 -1.90006
C -2.35360 4.43844 -1.21012
C -2.07869 4.43609 0.15127
C -1.91634 3.24243 0.82815
C -1.94536 0.59914 2.72295
C -3.18604 0.43425 3.31252
C -3.33666 0.56704 4.69411
C -2.25194 0.85081 5.48922
C -0.97493 1.03535 4.92561
C 0.13732 1.38907 5.71524
C 1.36597 1.62489 5.14424
C 1.53719 1.47615 3.76459
C 0.49113 1.04711 2.96384
C -0.80481 0.88444 3.51881
H -6.23682 -2.80422 -0.18870
H -4.08507 -3.85407 0.38513
H -2.08880 -2.44661 0.78466
H -4.43809 1.06128 0.04609
H -6.40322 -0.35196 -0.38724
H -2.40375 1.10636 -1.77143
H -2.71447 3.24924 -2.95588
H -2.44690 5.37408 -1.73743
H -1.98180 5.36972 0.68354
H -1.70454 3.23862 1.88820
H -4.05116 0.20817 2.70658
H -4.31514 0.44504 5.13118
H -2.36669 0.94128 6.55894
H -0.00178 1.49755 6.77996
H 2.20248 1.92339 5.75772
H 2.50770 1.69111 3.33804
O 0.65630 3.18111 -2.40431
C 1.03960 2.19144 -1.78253
O 0.68079 1.80733 -0.65684
C 2.05391 1.29110 -2.59410
N 2.17458 1.97410 -3.90316
C 1.69038 1.05840 -4.96875
C 1.82078 -0.32924 -4.34613
C 1.43377 -0.07732 -2.89175
H 3.01874 1.22014 -2.09076
H 3.11541 2.31294 -4.09480
H 1.51274 2.81911 -3.70988
H 2.28367 1.17252 -5.87460
H 0.64519 1.28467 -5.19009
H 2.84800 -0.68750 -4.40670
H 1.17545 -1.05731 -4.82767
H 1.79896 -0.84298 -2.21084
H 0.34817 -0.01644 -2.78957
Cl 5.48192 2.25662 2.15501
C 4.49714 2.20803 0.67276
Cl 5.55600 2.06758 -0.77625
Cl 3.49299 3.70505 0.52079
C 3.60306 1.10013 0.67539
N 2.78322 0.27498 0.64040
O 4.56643 -6.00960 -2.45170
C 3.27785 -5.72702 -2.58302
O 2.64020 -6.01598 -3.55447
C 2.62757 -4.93322 -1.47888
C 1.40089 -5.34438 -0.95556
C 0.75545 -4.56775 -0.01811
C 1.29471 -3.32657 0.35004
S 0.43076 -2.34261 1.48571
C 2.51535 -2.90509 -0.19330
C 3.18153 -3.71224 -1.08814
H 4.95129 -5.77314 -1.59566
H 0.97101 -6.27601 -1.28922
H -0.17537 -4.89166 0.41957
H 2.93018 -1.95384 0.10711
H 4.12358 -3.38420 -1.50516
*
```

# 3
C36H30N11O6STi | ωB97M-V with the def2-TZVPD basis set

Properties
Frontier orbital gap (alpha / beta) = 5.927 / 5.937 eV
Energy = -100443.75217 eV
HOMO level (alpha / beta) = -0.318 / -0.319 Ha

ORCA input file:
```
! RIJCOSX wB97M-V def2-TZVPD def2/J DEFGRID3
* xyz 1 1
Ti -0.48532 -0.33572 -2.49138
O 2.00312 -1.02532 0.67580
C 1.54076 -0.80629 -0.55960
O 0.26660 -0.68212 -0.67785
C 2.27570 -0.75307 -1.73357
C 3.67631 -0.87486 -1.97773
C 4.14964 -0.83834 -3.25109
C 3.23171 -0.69333 -4.34516
C 1.90478 -0.57206 -4.08144
N 1.40433 -0.58211 -2.79539
C 0.77004 -0.42213 -5.04942
O 0.85900 -0.37737 -6.24769
O -0.37379 -0.33833 -4.36189
H 2.96082 -0.86498 0.71720
H 4.35830 -0.98670 -1.14500
H 5.20744 -0.92380 -3.44828
H 3.57358 -0.68789 -5.36973
O -2.32724 -0.33285 -1.34969
C -3.20221 -1.34957 -1.86454
C -2.40771 -2.55391 -2.29613
C -2.96877 -3.81388 -2.39073
C -2.17337 -4.85945 -2.83255
C -0.84393 -4.61132 -3.15054
C -0.35698 -3.32830 -3.01143
N -1.12674 -2.31287 -2.59571
H -2.05230 -0.61905 -0.42604
H -3.72118 -0.91752 -2.72436
H -3.93639 -1.62495 -1.10254
H -4.00284 -3.97003 -2.12093
H -2.58082 -5.85616 -2.91525
H -0.18812 -5.39856 -3.48943
H 0.67690 -3.08423 -3.22681
C -1.18980 -2.73034 5.29099
N -1.89070 -2.05020 4.21252
C -2.04579 -2.37991 2.92762
N -2.66044 -1.40767 2.27553
C -2.84903 -0.47885 3.24343
N -2.39781 -0.82015 4.42248
C 0.30694 -2.53962 5.19146
C 1.19139 -3.59709 5.36048
C 2.55916 -3.40478 5.20230
C 3.04977 -2.17268 4.80731
C 2.16003 -1.11924 4.61535
C 0.80097 -1.29205 4.84570
C 2.57918 0.10818 3.94093
N 3.47120 0.23605 3.01023
N 3.28251 1.49124 2.44798
C 2.28499 2.00412 3.07702
O 1.80746 1.20351 4.06695
C 1.53284 3.22199 2.78812
C 0.93516 3.94993 3.80839
C 0.12427 5.02038 3.49057
C -0.13521 5.32939 2.16462
C 0.44176 4.59505 1.13290
C 0.04379 4.90936 -0.30766
N 0.08124 3.75121 -1.20107
C -0.60203 2.60328 -1.15324
N -0.07432 1.73973 -2.02397
C 0.92499 2.45118 -2.60644
N 1.05844 3.65189 -2.12170
C 1.30893 3.55444 1.44914
H -1.44821 -3.78944 5.28108
H -1.59141 -2.28659 6.20329
H -1.70135 -3.31135 2.51377
H -3.34382 0.46334 3.08102
H 0.81465 -4.57847 5.61777
H 3.23902 -4.23017 5.35378
H 4.10382 -2.02749 4.62113
H 0.11624 -0.47376 4.66617
H 1.10201 3.67616 4.84075
H -0.33698 5.59816 4.27853
H -0.81748 6.13584 1.92950
H 0.71135 5.63289 -0.77687
H -0.96557 5.32372 -0.31704
H -1.41517 2.41304 -0.47367
H 1.58008 2.05290 -3.36321
H 1.77657 2.95457 0.67981
S -4.50870 2.59863 -4.76286
C -3.01245 2.70314 -5.58136
C -2.05397 2.05020 -4.87798
N -2.47324 1.47830 -3.70558
C -3.74683 1.68583 -3.53868
H -2.91330 3.21140 -6.52313
H -1.02869 1.93966 -5.18997
H -4.29778 1.34820 -2.67532
*
```

# 4
C36H31BrFeIN11S2 | ωB97M-V with the def2-TZVPD basis set

Properties
Frontier orbital gap (alpha / beta) = 7.825 / 7.823 eV
Energy = -188417.35443 eV
HOMO level (alpha / beta) = -0.488 / -0.490 Ha

ORCA input file:
```
! RIJCOSX wB97M-V def2-TZVPD def2/J DEFGRID3
* xyz 2 5
Fe -0.41481 0.66353 -0.57064
C -4.71860 -0.76136 -1.06204
C -3.47581 -0.17244 -1.25235
N -2.59990 -0.07605 -0.26055
C -2.94809 -0.55011 0.93908
C -4.19165 -1.15259 1.10951
N -5.06187 -1.25948 0.11779
C -1.96527 -0.35074 2.02104
C -2.17872 -0.72900 3.33689
C -1.22162 -0.42618 4.30332
C -0.08789 0.27621 3.90023
C 0.06544 0.59049 2.55901
N -0.85037 0.27111 1.64626
C 1.21849 1.34472 2.03289
C 2.44260 1.46871 2.68552
N 3.44642 2.15806 2.16231
C 3.24284 2.75185 0.99465
C 2.03564 2.61497 0.32232
N 1.03993 1.89950 0.83013
C -1.41428 -0.84204 5.70783
C -2.67387 -0.83629 6.29958
C -2.79553 -1.26728 7.61327
N -1.76134 -1.68741 8.32911
C -0.55818 -1.69132 7.77345
C -0.33266 -1.27584 6.46806
H -5.44462 -0.82971 -1.86174
H -3.18090 0.23311 -2.21247
H -4.50338 -1.57224 2.05752
H -3.07054 -1.26603 3.62417
H 0.63564 0.60756 4.63161
H 2.63366 0.99021 3.63850
H 4.06387 3.32228 0.57721
H 1.86403 3.08306 -0.64049
H -3.54288 -0.47170 5.76648
H -3.75828 -1.27441 8.11058
H 0.25643 -2.04450 8.39493
H 0.66465 -1.32020 6.04909
C -0.79298 5.83834 -1.80619
N -0.50467 4.78406 -2.76288
C 0.04609 4.95176 -4.01754
C 0.13470 3.74038 -4.58677
N -0.36059 2.81324 -3.66888
C -0.74812 3.47687 -2.53674
S -1.42452 2.89170 -1.10895
C -0.59595 1.45497 -3.98127
C -0.85198 1.11044 -5.30490
C -1.05054 -0.22069 -5.61903
C -1.00268 -1.16300 -4.60236
C -0.76588 -0.72561 -3.31578
N -0.56118 0.56202 -2.99670
H -0.61972 6.80126 -2.27733
H -0.15301 5.74090 -0.92978
H -1.82889 5.77305 -1.48113
H 0.32724 5.91597 -4.40325
H 0.55280 3.45338 -5.53399
H -0.91943 1.87028 -6.06909
H -1.25348 -0.51472 -6.63959
H -1.14574 -2.21502 -4.80311
H -0.74305 -1.42864 -2.48775
Br 4.96998 -1.09626 0.95475
C 4.90368 0.12931 -0.48328
C 6.03621 0.88023 -0.76449
C 6.01718 1.81276 -1.78974
C 4.86425 2.00108 -2.53831
C 3.73726 1.23872 -2.27344
C 3.75650 0.30380 -1.24937
I 2.02344 -0.87373 -0.89485
H 6.93198 0.72765 -0.17819
H 6.90905 2.38509 -2.00541
H 4.84210 2.73531 -3.33248
H 2.84345 1.36849 -2.87176
S -0.67830 -2.66692 0.02558
C -0.49321 -4.29271 -0.36581
N 0.53051 -4.84383 -1.02496
C 0.40712 -6.29749 -1.15575
C -0.98218 -6.56953 -0.54569
N -1.37263 -5.24697 -0.05514
H 1.37402 -4.34037 -1.22791
H 1.20120 -6.80653 -0.61016
H 0.46265 -6.59830 -2.20052
H -0.94067 -7.28987 0.26949
H -1.69274 -6.93257 -1.28778
H -2.24782 -5.05675 0.39613
*
```

# 5
C36H31BrN5O4Zn | ωB97M-V with the def2-TZVPD basis set

Properties
Frontier orbital gap = 7.676 eV
Energy = -171934.10958 eV
HOMO level = -0.387 Ha

ORCA input file:
```
! RIJCOSX wB97M-V def2-TZVPD def2/J DEFGRID3
* xyz 1 1
Zn -0.42037 -0.18782 -0.65793
C -1.22292 -2.16149 -4.50623
C -0.78655 -1.76703 -3.13579
N -0.93688 -0.60485 -2.63087
N -1.52669 0.41350 -3.30999
C -1.78223 1.39899 -2.46193
O -1.55118 1.36842 -1.20247
C -2.35162 2.64575 -3.03240
C -2.30078 2.89477 -4.40216
C -2.79590 4.08552 -4.90796
C -3.35339 5.02817 -4.05320
C -3.41768 4.77738 -2.68963
C -2.91400 3.59081 -2.17965
C -0.12474 -2.73968 -2.22509
C 0.22585 -4.01614 -2.63839
C 0.86176 -4.86386 -1.74409
C 1.14334 -4.41102 -0.46718
C 0.76175 -3.12176 -0.13180
N 0.12900 -2.31438 -0.97619
H -0.36988 -2.48418 -5.10641
H -1.70049 -1.31565 -4.99071
H -1.92769 -2.99405 -4.45928
H -1.86936 2.15007 -5.05685
H -2.75092 4.27927 -5.97157
H -3.74431 5.95524 -4.45176
H -3.86420 5.50533 -2.02503
H -2.96768 3.37686 -1.12077
H 0.00837 -4.33744 -3.64649
H 1.14086 -5.86405 -2.04776
H 1.64160 -5.03505 0.26079
H 0.96216 -2.71963 0.85197
C -0.48433 3.38128 1.00005
O -0.37771 1.96413 1.11517
C 0.09080 1.44015 2.26045
C 0.76635 2.13604 3.24717
C 1.21490 1.45221 4.37449
Br 2.15107 2.40922 5.70578
C 0.98619 0.10617 4.53482
C 0.30132 -0.60257 3.53943
C -0.13544 0.06542 2.39938
O -0.81055 -0.57381 1.39422
C 0.00744 -2.02864 3.66392
N -0.70539 -2.67831 2.77086
C -0.75208 -3.99766 3.19396
C -1.35979 -5.11087 2.61656
C -1.22573 -6.31744 3.27114
C -0.50771 -6.42401 4.47381
C 0.09839 -5.32931 5.05663
C -0.03819 -4.11730 4.38944
N 0.43337 -2.84275 4.66431
H 0.50169 3.84992 0.99918
H -1.08842 3.78178 1.81611
H -0.96889 3.55213 0.04438
H 0.93752 3.19854 3.15382
H 1.32650 -0.38787 5.43396
H -0.97754 -1.53250 1.71765
H -1.91958 -5.02134 1.69509
H -1.68747 -7.20343 2.85713
H -0.43108 -7.38876 4.95643
H 0.64801 -5.41570 5.98416
H 0.98474 -2.57105 5.45893
C 3.56799 0.79963 0.79747
C 2.40090 1.03361 -0.10991
O 1.58746 0.11899 -0.26115
C 2.22487 2.33477 -0.77569
C 1.36257 2.44382 -1.86800
C 1.14032 3.67406 -2.45810
C 1.77989 4.80336 -1.95991
C 2.65778 4.70127 -0.88853
C 2.88851 3.46805 -0.30184
H 3.66477 -0.26674 0.98362
H 3.37195 1.30299 1.74953
H 4.49261 1.20268 0.38873
H 0.88719 1.55987 -2.27172
H 0.46803 3.75487 -3.30221
H 1.60079 5.76764 -2.41724
H 3.16178 5.58163 -0.51332
H 3.56901 3.39383 0.53667
*
```

# 6
C36H32AsCrN4O2S3 | ωB97M-V with the def2-TZVPD basis set

Properties
Frontier orbital gap (alpha / beta) = 5.994 / 6.634 eV
Energy = -169661.51075 eV
HOMO level (alpha / beta) = -0.465 / -0.465 Ha

ORCA input file:
```
! RIJCOSX wB97M-V def2-TZVPD def2/J DEFGRID3
* xyz 2 2
Cr 0.74153 0.63553 0.24551
S 2.87326 1.13197 -0.40804
C 2.18733 2.71678 -0.19196
N 0.93937 2.67386 0.18748
C 0.36553 3.93623 0.28828
C -0.93764 4.22347 0.68484
C -1.32217 5.54718 0.74877
C -0.42383 6.57310 0.42084
C 0.87106 6.29325 0.03042
C 1.26015 4.95581 -0.03235
S 2.81061 4.28721 -0.47328
H -1.61849 3.42234 0.94838
H -2.32643 5.80127 1.06295
H -0.74856 7.60310 0.48120
H 1.55916 7.09101 -0.21598
N 2.47257 -0.09272 7.01165
C 1.28217 0.25492 6.50045
S -0.10872 0.44066 7.32553
C 1.28871 0.40343 5.00506
C 0.70495 1.50937 4.40164
C 0.65263 1.57659 3.02979
N 1.14274 0.59779 2.24247
C 1.70200 -0.46821 2.82411
C 1.81189 -0.59254 4.19312
H 2.54805 -0.23749 8.00630
H 3.31274 -0.10302 6.45955
H 0.27561 2.29702 5.00506
H 0.20600 2.42576 2.53529
H 2.06850 -1.23978 2.16744
H 2.26395 -1.48352 4.60905
O -0.91672 0.99144 -1.08986
C -1.66119 0.52921 -0.19044
O -1.14819 0.16243 0.90143
C -3.14637 0.42967 -0.43167
N -3.40019 0.91864 -1.84939
C -4.29422 2.13977 -1.76105
C -5.06741 1.90171 -0.47766
C -4.01557 1.32044 0.47017
H -3.43879 -0.61619 -0.39121
H -3.82288 0.18025 -2.41029
H -2.48422 1.12423 -2.26814
H -4.88880 2.20681 -2.66758
H -3.63328 3.00335 -1.69801
H -5.87103 1.18254 -0.64960
H -5.51788 2.81885 -0.10545
H -4.44291 0.74419 1.28588
H -3.40953 2.11482 0.90779
C 1.52977 -5.92317 1.19301
C 0.46919 -5.71693 0.32413
C 0.26785 -4.47071 -0.25647
C 1.13170 -3.42776 0.05301
C 2.20320 -3.63384 0.91814
C 2.40358 -4.88426 1.48441
As 0.94566 -1.72431 -0.80835
C 2.24472 -1.74418 -2.22890
C 3.62369 -1.76820 -2.12767
C 4.37672 -1.75957 -3.29510
C 3.74687 -1.71555 -4.53504
C 2.36286 -1.70003 -4.62646
C 1.60007 -1.71716 -3.46526
C 0.11783 -1.80191 -3.40952
C -0.74326 -1.80512 -4.50500
C -2.10383 -2.00121 -4.31776
C -2.62473 -2.21064 -3.04002
C -1.77767 -2.17246 -1.93754
C -0.42320 -1.95094 -2.13440
H 1.68476 -6.89855 1.63496
H -0.20195 -6.53182 0.08647
H -0.54905 -4.33126 -0.94992
H 2.91718 -2.84625 1.12419
H 3.24524 -5.05081 2.14393
H 4.12031 -1.80847 -1.16554
H 5.45670 -1.79045 -3.24001
H 4.34086 -1.70936 -5.43933
H 1.88983 -1.69183 -5.60037
H -0.35308 -1.68156 -5.50713
H -2.75946 -2.03256 -5.17842
H -3.67440 -2.45663 -2.91859
H -2.16340 -2.37504 -0.94396
*
```